Entry from the OMol25 dataset: a structure of composition C37H50ClN4O3P2S5Ti (ωB97M-V/def2-TZVPD).

```
103
C37H50ClN4O3P2S5Ti, DFT ωB97M-V/def2-TZVPD
Ti 0.389 -1.002 1.135
C -1.511 -3.914 -3.190
C -0.424 -3.223 -2.369
C 0.119 -2.025 -3.140
P -0.940 -2.701 -0.647
C -1.968 -4.155 -0.141
C -1.036 -5.372 -0.081
C -2.683 -3.980 1.193
C -2.046 -1.307 -1.009
C -3.354 -1.488 -1.449
C -4.138 -0.446 -1.921
C -5.567 -0.658 -2.345
C -3.527 0.799 -2.004
C -2.236 1.013 -1.554
C -1.468 -0.013 -0.970
N -0.201 0.198 -0.398
C 0.321 1.532 -0.545
C -0.342 2.570 0.109
C 0.100 3.876 0.061
C 1.244 4.200 -0.656
C 1.775 5.610 -0.704
C 1.911 3.171 -1.300
C 1.496 1.837 -1.258
P 2.422 0.494 -2.117
C 2.379 1.108 -3.895
C 0.935 1.448 -4.274
C 3.322 2.223 -4.344
C 4.242 0.627 -1.670
C 4.620 -0.574 -0.796
C 4.787 1.916 -1.061
H -1.143 -4.063 -4.209
H -1.795 -4.891 -2.797
H -2.405 -3.290 -3.256
H 0.400 -3.923 -2.200
H -0.695 -1.346 -3.408
H 0.853 -1.469 -2.558
H 0.596 -2.360 -4.065
H -2.722 -4.320 -0.915
H -0.236 -5.204 0.644
H -1.598 -6.253 0.238
H -0.568 -5.598 -1.039
H -1.978 -3.764 1.995
H -3.422 -3.181 1.153
H -3.206 -4.905 1.450
H -3.777 -2.488 -1.428
H -5.793 -1.722 -2.436
H -6.265 -0.235 -1.619
H -5.771 -0.186 -3.308
H -4.074 1.636 -2.427
H -1.820 2.005 -1.652
H -1.212 2.319 0.695
H -0.441 4.646 0.600
H 1.028 6.324 -0.357
H 2.657 5.713 -0.066
H 2.069 5.889 -1.718
H 2.811 3.418 -1.842
H 2.660 0.202 -4.446
H 0.653 2.417 -3.855
H 0.823 1.501 -5.360
H 0.229 0.707 -3.893
H 3.084 3.169 -3.856
H 4.369 1.987 -4.150
H 3.212 2.382 -5.422
H 4.725 0.471 -2.642
H 4.292 -1.513 -1.241
H 4.167 -0.503 0.191
H 5.706 -0.614 -0.668
H 4.214 2.200 -0.176
H 5.823 1.758 -0.749
H 4.777 2.750 -1.763
O 6.147 -0.426 4.974
C 5.093 -0.464 4.391
S 3.835 -1.669 4.705
C 2.697 -1.097 3.501
C 3.074 -0.041 2.766
S 2.035 0.709 1.592
S 4.658 0.641 3.078
S 1.109 -1.777 3.379
Cl -4.945 -1.731 2.847
C -3.556 -0.698 2.393
C -2.218 -1.318 2.799
O -2.023 -1.706 3.921
O -1.356 -1.382 1.806
H -3.679 0.222 2.947
H -3.595 -0.516 1.321
S 3.202 -4.452 -0.416
C 2.391 -3.157 0.070
N 1.801 -2.203 0.420
C -0.323 1.334 6.576
C -0.938 1.667 5.258
C -2.071 2.377 4.917
C -2.163 2.274 3.512
N -1.159 1.551 3.028
N -0.420 1.227 4.101
C -3.187 2.882 2.604
H -0.882 1.808 7.380
H 0.713 1.672 6.628
H -0.336 0.254 6.735
H -2.743 2.885 5.590
H 0.347 0.576 3.971
H -4.175 2.869 3.067
H -3.241 2.335 1.663
H -2.941 3.922 2.378
```

Output
ΔE to the lowest compared entry with this formula, charge and spin   6.72 kcal per mole
Charge   -1
Spin multiplicity   1

Entry from the OMol25 dataset: a cluster of 12 separate species, C37H50F4O35 in total in a non-equilibrium geometry (ωB97M-V/def2-TZVPD).

```
126
C37H50F4O35, DFT ωB97M-V/def2-TZVPD
C 14.143 21.401 17.231
C 12.964 21.857 16.290
O 12.437 20.548 15.880
C 12.773 19.636 16.798
O 12.242 18.573 16.930
O 13.689 20.157 17.717
H 14.319 22.147 18.015
H 15.113 21.290 16.693
H 13.291 22.407 15.434
H 12.180 22.425 16.808
C 18.621 14.848 16.523
C 18.554 16.216 15.767
O 17.189 16.573 16.011
C 16.810 15.981 17.141
O 15.833 16.332 17.773
O 17.674 14.995 17.577
H 19.680 14.707 16.821
H 18.371 13.949 15.914
H 18.775 16.218 14.669
H 19.235 16.831 16.361
C 12.556 8.913 12.718
C 13.934 9.603 12.850
O 14.801 8.922 11.952
C 14.210 7.756 11.620
O 14.725 6.862 11.026
O 12.894 7.711 12.023
H 11.804 9.476 12.129
H 12.134 8.592 13.689
H 14.274 9.408 13.833
H 13.975 10.636 12.514
C 11.254 10.810 18.274
C 10.064 10.479 17.318
O 10.769 10.251 16.087
C 11.975 10.813 16.126
O 12.694 10.919 15.187
O 12.281 11.204 17.362
H 11.635 9.866 18.767
H 11.180 11.681 18.966
H 9.427 11.355 17.104
H 9.499 9.616 17.621
C 17.510 14.875 9.712
C 16.414 15.879 10.085
O 16.814 16.239 11.458
C 17.562 15.234 11.929
O 17.987 15.147 13.061
O 17.885 14.319 10.978
H 18.389 15.398 9.312
H 17.200 14.084 9.018
H 15.421 15.410 10.213
H 16.334 16.766 9.471
C 15.624 10.512 17.587
C 15.510 12.045 17.305
O 14.926 12.569 18.522
C 14.418 11.574 19.258
O 13.778 11.688 20.240
O 14.695 10.351 18.680
H 16.637 10.182 17.820
H 15.281 9.911 16.696
H 14.917 12.352 16.473
H 16.435 12.563 17.045
C 9.217 16.545 10.146
C 9.342 18.082 9.942
O 9.984 18.131 8.684
C 10.726 17.051 8.579
O 11.609 16.953 7.784
O 10.372 16.094 9.406
H 8.243 16.120 9.778
H 9.447 16.288 11.208
H 9.938 18.572 10.635
H 8.426 18.601 9.824
C 14.672 15.106 14.047
O 13.713 14.649 13.066
C 13.119 13.420 13.463
C 12.419 12.888 12.255
O 13.421 12.558 11.299
C 12.881 12.188 10.005
H 14.165 15.792 14.776
H 15.510 15.663 13.675
H 15.124 14.287 14.580
H 12.345 13.528 14.253
H 13.813 12.660 13.835
H 11.746 13.617 11.820
H 11.730 12.027 12.472
H 12.175 13.007 9.676
H 12.325 11.252 10.118
H 13.664 12.129 9.273
C 10.203 15.838 14.311
C 9.981 17.219 14.932
O 8.692 17.134 15.515
C 8.006 15.959 14.966
O 6.900 15.750 15.116
O 8.912 15.232 14.289
F 9.955 18.151 13.831
H 10.936 15.239 14.862
H 10.618 15.960 13.317
H 10.698 17.504 15.670
C 12.499 19.222 12.915
C 13.165 18.129 12.060
O 14.151 18.815 11.377
C 14.153 20.174 11.622
O 14.928 20.917 11.092
O 13.199 20.454 12.507
F 12.200 17.756 11.117
H 12.600 19.028 13.984
H 11.448 19.489 12.750
H 13.541 17.187 12.538
C 13.120 15.126 18.726
C 13.208 15.241 17.249
O 11.957 14.856 16.759
C 11.316 14.215 17.780
O 10.202 13.782 17.695
O 11.992 14.183 18.903
F 14.183 14.437 16.767
H 12.950 16.019 19.214
H 14.085 14.763 19.173
H 13.396 16.257 16.950
C 18.089 20.490 13.602
C 18.252 19.023 13.176
O 17.059 18.312 13.605
C 16.310 19.152 14.374
O 15.210 18.895 14.738
O 16.933 20.322 14.483
F 19.300 18.390 13.861
H 17.809 21.069 12.766
H 18.931 20.781 14.166
H 18.414 18.811 12.103
```

Output
Total energy   -4472.82558 a.u.
SMILES   O=C1OC[C@@H](F)O1.O=C1OC[C@@H](F)O1.O=C1OC[C@@H](F)O1.O=C1OC[C@@H](F)O1.O=C1OCCO1.O=C1OCCO1.O=C1OCCO1.O=C1OCCO1.O=C1OCCO1.O=C1OCCO1.O=C1OCCO1.COCCOC
Charge   0
Spin multiplicity   1

Entry from the OMol25 dataset: a structure of composition C37H50IrNO5SSeTe in a non-equilibrium geometry (ωB97M-V/def2-TZVPD).

```
97
C37H50IrNO5SSeTe, DFT ωB97M-V/def2-TZVPD
Ir -1.535 1.415 -0.041
C 4.951 -0.292 2.498
C 3.839 -0.550 3.515
C 3.760 -2.060 3.776
C 4.187 0.178 4.821
C 2.489 -0.037 3.017
C 2.358 0.735 1.876
C 1.096 1.181 1.507
Se 0.832 2.338 0.002
C 1.033 1.240 -1.562
C 2.272 0.740 -1.938
C 2.390 0.108 -3.162
C 1.254 0.052 -3.982
C 0.008 0.565 -3.652
C -0.093 1.152 -2.377
O -1.272 1.693 -1.939
C -1.160 0.561 -4.649
C -2.430 -0.058 -4.052
C -1.438 2.020 -5.044
C -0.818 -0.226 -5.917
C 3.708 -0.476 -3.663
C 3.513 -1.961 -3.997
C 4.143 0.281 -4.927
C 4.816 -0.354 -2.617
C -0.036 0.919 2.270
O -1.241 1.435 1.874
C 0.061 0.157 3.442
C 1.330 -0.300 3.762
C -1.163 -0.153 4.314
C -0.795 -1.015 5.524
C -2.220 -0.917 3.502
C -1.764 1.157 4.845
H 5.887 -0.706 2.873
H 5.111 0.775 2.330
H 4.738 -0.769 1.537
H 4.745 -2.441 4.047
H 3.420 -2.595 2.887
H 3.081 -2.299 4.595
H 5.141 -0.181 5.210
H 3.426 0.009 5.585
H 4.269 1.254 4.657
H 3.214 0.981 1.264
H 3.119 0.845 -1.275
H 1.361 -0.424 -4.945
H -2.835 0.544 -3.242
H -2.237 -1.059 -3.674
H -3.188 -0.130 -4.835
H -1.685 2.624 -4.171
H -2.280 2.062 -5.738
H -0.570 2.462 -5.538
H -0.580 -1.268 -5.693
H 0.016 0.214 -6.467
H -1.683 -0.218 -6.580
H 2.799 -2.103 -4.810
H 3.149 -2.513 -3.128
H 4.462 -2.401 -4.309
H 3.411 0.177 -5.729
H 5.095 -0.112 -5.290
H 4.270 1.345 -4.720
H 4.569 -0.896 -1.701
H 5.023 0.688 -2.362
H 5.737 -0.781 -3.015
H 1.438 -0.906 4.649
H -0.407 -1.992 5.228
H -1.691 -1.185 6.122
H -0.060 -0.528 6.166
H -1.794 -1.821 3.062
H -2.623 -0.305 2.694
H -3.044 -1.207 4.156
H -1.030 1.710 5.434
H -2.617 0.936 5.490
H -2.108 1.798 4.035
O -0.874 -1.068 0.508
S -1.952 -1.466 -0.380
O -1.575 -2.051 -1.623
N -2.864 -0.037 -0.522
C -4.135 -0.193 0.037
O -4.902 0.728 0.219
C -4.384 -1.612 0.403
C -5.609 -2.171 0.725
C -5.658 -3.538 0.957
C -4.512 -4.325 0.858
C -3.287 -3.769 0.518
C -3.251 -2.401 0.322
H -6.493 -1.550 0.781
H -6.603 -4.005 1.201
H -4.580 -5.391 1.029
H -2.398 -4.378 0.423
C -3.794 4.016 -0.940
Te -3.332 2.990 0.843
C -1.993 4.465 1.536
H -2.855 4.335 -1.383
H -4.428 4.866 -0.697
H -4.317 3.327 -1.598
H -2.547 5.396 1.647
H -1.186 4.584 0.817
H -1.601 4.139 2.496
```

Output
ΔE to the lowest compared entry with this formula, charge and spin   20.83 kcal per mole
Charge   +1
Spin multiplicity   2

Entry from the OMol25 dataset: a structure of composition C37H51BrN2P2STc in a non-equilibrium geometry (ωB97M-V/def2-TZVPD).

```
95
C37H51BrN2P2STc, DFT ωB97M-V/def2-TZVPD
N -4.812 2.029 -3.576
C -4.679 2.491 -2.333
C -3.593 2.146 -1.521
C -2.535 1.418 -2.094
C -2.694 0.881 -3.384
C -3.859 1.253 -4.093
C -1.227 1.490 -1.378
Tc -0.022 0.038 -0.685
P 2.279 -0.145 -0.457
C 0.001 1.312 -2.194
C 0.988 2.464 -2.161
C 1.959 2.540 -3.177
C 3.000 3.449 -3.098
C 3.123 4.264 -1.961
C 2.046 4.347 -1.042
C 0.988 3.424 -1.145
Br 4.583 5.364 -1.792
H -1.300 2.287 -0.621
H -0.091 0.871 -3.191
H -3.537 2.473 -0.486
H -1.988 0.194 -3.853
H -5.447 3.170 -1.936
H -3.999 0.904 -5.121
H 1.881 1.843 -4.018
H 0.207 3.421 -0.387
H 3.735 3.491 -3.902
H 2.033 5.085 -0.246
P -0.742 -2.070 -1.173
C 3.440 1.257 -0.176
C 4.901 1.321 -0.660
H 3.423 1.369 0.921
H 2.941 2.143 -0.599
H 5.227 2.366 -0.543
H 5.578 0.702 -0.054
H 5.022 1.077 -1.723
C 2.744 -0.668 -2.249
C 4.031 -1.305 -2.732
H 2.594 0.256 -2.844
H 1.921 -1.353 -2.527
H 3.853 -1.540 -3.790
H 4.889 -0.627 -2.706
H 4.260 -2.247 -2.222
C 2.228 -1.132 1.187
C 3.336 -1.637 2.110
H 1.551 -1.988 0.967
H 1.633 -0.439 1.857
H 2.841 -2.125 2.962
H 3.983 -2.381 1.642
H 3.923 -0.815 2.525
C -0.549 -3.240 0.233
C -1.474 -4.447 0.259
H -0.686 -2.655 1.156
H 0.499 -3.580 0.212
H -2.517 -4.169 0.438
H -1.433 -5.046 -0.655
H -1.152 -5.088 1.089
C 0.146 -2.984 -2.503
C 0.157 -2.270 -3.856
H -0.405 -3.943 -2.594
H 1.168 -3.209 -2.142
H -0.770 -2.457 -4.397
H 0.277 -1.188 -3.791
H 0.970 -2.650 -4.479
C -2.459 -2.182 -1.763
C -3.510 -1.684 -0.789
H -2.609 -3.256 -1.982
H -2.505 -1.600 -2.695
H -4.381 -1.325 -1.345
H -3.868 -2.473 -0.123
H -3.187 -0.856 -0.147
N -0.967 0.465 1.018
S -0.243 0.541 2.538
C -1.070 1.815 3.492
C -2.391 1.670 3.915
C -2.959 2.634 4.752
C -2.198 3.727 5.184
C -0.878 3.891 4.733
C -0.319 2.939 3.880
C -0.660 -0.953 3.423
C 0.278 -1.468 4.341
C 0.066 -2.716 4.955
C -1.107 -3.431 4.670
C -2.058 -2.905 3.805
C -1.848 -1.662 3.183
H -1.979 0.625 1.046
H -2.962 0.788 3.619
H -3.992 2.518 5.094
H -2.622 4.469 5.863
H -0.273 4.740 5.056
H 0.711 3.014 3.524
H 1.171 -0.883 4.561
H 0.812 -3.105 5.636
H -1.264 -4.397 5.145
H -2.988 -3.444 3.604
H -2.596 -1.240 2.515
```

Output
ΔE to the lowest compared entry with this formula, charge and spin   7.69 kcal per mole
Charge   +4
Spin multiplicity   4